(A)
This record from OMol25 describes a structure of composition C11H17P. The level of theory is the ωB97M-V functional and the def2-TZVPD basis.

Summary:
* E_HOMO: -8.62 eV
* Kohn-Sham gap: 8.68 eV
* lowest unoccupied orbital energy: 0.06 eV

Structure (ORCA input):
```
! wB97M-V def2-TZVPD RIJCOSX def2/J DEFGRID3
* xyz 0 1
C -5.66 1.08 0.05
C -4.59 0.57 -0.04
C -0.58 -0.88 1.00
C -3.07 -0.73 0.18
C 0.66 -0.59 0.58
C -3.08 -1.87 -0.76
C 1.74 -1.70 0.69
C 2.63 0.81 -0.33
C 0.22 1.28 -1.00
C 0.91 1.66 1.31
C 1.17 0.71 0.10
P -2.05 0.18 1.16
H -6.48 1.70 0.16
H -0.87 -1.90 1.42
H -2.56 -1.50 -1.77
H -4.07 -2.14 -0.91
H -2.56 -2.66 -0.40
H 2.19 -1.88 1.73
H 2.44 -1.62 -0.16
H 1.29 -2.65 0.63
H 3.38 0.55 0.41
H 2.93 1.68 -0.81
H 2.79 0.11 -1.09
H 0.32 2.32 -1.12
H -0.77 1.35 -0.66
H 0.15 0.62 -1.84
H 1.11 2.76 0.89
H 1.66 1.39 2.02
H -0.20 1.64 1.72
*
```

***

(B)
This record from OMol25 describes a structure of composition C11H17P. The level of theory is the ωB97M-V functional and the def2-TZVPD basis.

Summary:
* E_HOMO: -8.16 eV
* Kohn-Sham gap: 8.12 eV
* lowest unoccupied orbital energy: -0.04 eV

Structure (ORCA input):
```
! wB97M-V def2-TZVPD RIJCOSX def2/J DEFGRID3
* xyz 0 1
C -1.89 1.54 -0.37
C -0.74 2.23 -0.32
C -2.03 0.18 -0.04
C 0.36 0.51 1.11
C 0.72 0.68 2.40
C 0.55 1.51 0.08
C -0.44 -0.67 0.64
C -0.65 3.69 -0.59
C 1.54 -2.11 0.39
C -0.52 -2.58 -1.05
C 0.36 -1.56 -0.38
P -3.38 -0.79 0.13
H -2.86 1.93 -0.77
H 0.75 -0.08 3.10
H 1.36 1.53 2.71
H 1.04 1.14 -0.79
H 1.31 2.19 0.36
H -0.77 -1.21 1.59
H -0.42 3.83 -1.56
H -0.05 4.23 0.19
H -1.56 4.10 -0.32
H 1.13 -2.60 1.25
H 2.25 -1.31 0.76
H 1.99 -2.96 -0.02
H -1.12 -3.33 -0.34
H 0.07 -3.21 -1.65
H -1.37 -2.19 -1.78
H 0.85 -1.01 -1.17
H -3.02 -2.04 0.81
*
```

***

(A) is the least stable structure shown above.